No. 1
Formula: C11H44N14O11
Source: the Open Molecules 2025 dataset
Level of theory: wB97M-V/def2-TZVPD

Geometry as XYZ:
```
80
Properties=species:S:1:pos:R:3:lowdin_charge:R:1
O 4.952 16.495 -19.743 -0.02
O -1.045 15.921 -24.564 -0.02
O 4.727 12.473 -23.413 -0.04
O -2.987 12.020 -25.297 -0.14
O 3.875 14.690 -24.891 -0.03
O 0.839 8.822 -21.987 -0.05
O 1.592 12.852 -20.822 -0.17
O 0.530 9.367 -18.291 -0.04
O -3.886 14.403 -20.635 -0.16
O -3.501 13.764 -23.260 -0.19
O 1.903 13.112 -17.941 -0.07
N -0.354 17.738 -23.307 0.15
N 2.227 8.532 -23.860 0.14
N 1.652 11.135 -16.675 0.16
N 2.948 15.528 -19.051 0.15
N -2.117 16.358 -22.579 0.18
N 1.939 10.680 -22.898 0.19
N 4.589 12.627 -21.059 0.16
N -1.682 9.444 -17.579 0.14
N 5.027 14.557 -18.433 0.13
N -1.149 9.461 -19.907 0.16
N 2.878 15.585 -22.971 0.16
N 1.552 14.587 -24.733 0.14
N 1.744 13.284 -15.598 0.14
N 6.642 12.050 -22.139 0.13
C -0.696 9.396 -18.583 -0.55
C -4.321 13.351 -19.791 -0.16
C 0.194 12.655 -21.164 -0.12
C 1.564 9.337 -22.899 -0.54
C 5.269 12.353 -22.263 -0.55
C -4.542 14.578 -23.821 -0.13
C 1.661 12.538 -16.822 -0.48
C -1.142 16.601 -23.531 -0.60
C 2.838 14.953 -24.225 -0.58
C 4.347 15.607 -19.093 -0.59
C -1.638 12.054 -25.865 -0.08
H 7.089 11.745 -22.975 0.08
H 2.024 15.842 -22.528 0.06
H 1.687 14.281 -15.568 0.09
H 1.548 14.099 -25.595 0.07
H 3.624 12.879 -21.243 0.06
H -0.479 13.097 -20.424 0.09
H 1.358 10.724 -15.820 0.08
H -0.499 9.407 -20.689 0.05
H 4.979 12.683 -20.149 0.05
H -1.444 13.028 -26.313 0.08
H -2.139 9.346 -19.998 0.08
H 0.030 13.138 -22.128 0.08
H 1.405 12.817 -14.781 0.08
H 1.513 13.161 -19.904 0.03
H -3.817 14.028 -21.549 0.02
H 2.068 7.561 -23.966 0.08
H -0.602 18.369 -22.575 0.08
H 2.300 11.074 -23.740 0.09
H -3.656 12.470 -19.840 0.07
H -2.644 9.426 -17.836 0.08
H 6.023 14.637 -18.545 0.10
H -4.738 15.447 -23.203 0.08
H -1.356 9.384 -16.642 0.08
H 0.284 18.053 -24.009 0.10
H -4.299 13.718 -18.773 0.07
H 1.693 10.538 -17.494 0.06
H -5.270 12.946 -20.171 0.08
H 4.577 13.778 -18.006 0.07
H -5.459 14.007 -24.011 0.08
H -2.555 15.451 -22.562 0.05
H -4.236 14.953 -24.810 0.09
H 3.725 15.959 -22.593 0.09
H 2.882 9.024 -24.435 0.08
H 0.694 15.039 -24.383 0.04
H -3.588 11.921 -26.045 0.09
H -0.075 11.593 -21.147 0.05
H -2.405 17.053 -21.929 0.09
H -0.951 11.912 -25.033 0.08
H 1.639 11.219 -22.113 0.04
H -3.334 13.042 -23.929 0.07
H 2.402 16.240 -19.479 0.08
H -1.490 11.214 -26.542 0.08
H 7.016 11.874 -21.233 0.07
H 2.477 14.776 -18.558 0.03
```

Results
highest occupied orbital energy	-0.30882	Eh
SMILES	NC(N)=O.NC(N)=O.NC(N)=O.NC(N)=O.NC(N)=O.NC(N)=O.NC(N)=O.CO.CO.CO.CO
net charge	0
gap between HOMO and LUMO	8.65	eV

No. 2
Formula: C27H55BF2IN2O14
Source: the Open Molecules 2025 dataset
Level of theory: wB97M-V/def2-TZVPD

Geometry as XYZ:
```
102
Properties=species:S:1:pos:R:3:lowdin_charge:R:1
I -1.133 3.091 -1.966 0.95
F -0.021 -4.315 -2.079 -0.06
F 2.073 1.444 -4.862 -0.08
O -1.530 -8.354 -1.058 -0.19
O -2.656 1.735 0.263 -0.12
O 2.301 1.985 2.322 -0.27
O 2.060 -0.861 0.813 -0.08
O -2.765 -3.444 -0.379 0.05
O -0.485 -0.874 1.460 -0.11
O -1.454 -3.807 1.788 0.09
O -2.605 4.805 -4.690 -0.27
O 1.155 -9.593 -0.828 -0.20
O -3.136 7.137 -6.445 -0.19
O 2.792 4.079 4.997 -0.21
O 1.692 4.667 7.689 -0.19
O -1.429 -0.275 4.609 -0.12
O 3.702 -1.682 1.696 0.08
N 1.806 -0.887 -1.706 -0.03
N 3.113 -1.615 0.624 -0.03
C -1.829 0.302 3.285 -0.30
C 1.334 -0.391 -0.383 -0.24
C 0.000 -2.831 -1.863 -0.13
C 0.657 -10.409 0.227 -0.11
C 1.455 4.518 5.259 -0.19
C 2.531 0.543 -3.779 -0.09
C 2.851 1.557 0.924 -0.13
C 0.324 -9.646 -1.993 -0.19
C -1.172 -7.444 -0.024 -0.10
C -2.243 7.139 -5.327 -0.19
C -0.244 -0.807 0.021 -0.22
C 1.273 -0.188 -2.953 -0.11
C -4.501 7.096 -6.044 -0.11
C -0.532 0.314 2.227 -0.13
C 3.019 4.893 8.151 -0.11
C -0.268 -2.465 -0.295 -0.05
C -1.786 1.410 -0.734 -0.65
C -0.554 -8.397 -2.104 -0.19
C -3.195 -0.331 2.663 -0.06
C 1.397 5.411 6.502 -0.19
C -1.414 -0.172 -0.892 -0.07
C 2.916 3.219 1.427 0.04
C 1.594 -2.354 -2.047 -0.06
C -1.621 5.756 -5.111 -0.20
C 1.621 1.231 -0.325 -0.01
C 3.006 2.732 5.407 -0.11
C -3.016 3.949 -5.751 -0.11
B -1.531 -3.254 0.416 -0.43
H -3.703 -0.982 3.524 0.11
H 1.213 -10.169 1.137 0.09
H 0.993 -9.684 -2.859 0.12
H 0.774 3.663 5.356 0.12
H -4.018 0.487 2.386 0.10
H 2.010 -2.624 -3.134 0.17
H -2.100 0.107 5.278 0.13
H 0.775 1.891 0.106 0.08
H 2.496 2.052 4.718 0.06
H 0.410 0.316 2.964 0.16
H -0.582 -3.435 2.154 0.13
H -4.794 8.067 -5.631 0.09
H -1.444 7.851 -5.559 0.13
H -1.297 -6.416 -0.378 0.06
H -1.843 -7.607 0.823 0.10
H 0.818 -11.464 -0.014 0.09
H -3.070 -1.025 1.732 0.07
H -1.321 -0.360 -2.068 0.13
H 0.378 5.795 6.611 0.12
H -2.218 3.236 -5.980 0.08
H -0.721 -2.361 -2.643 0.16
H -4.685 6.310 -5.307 0.08
H 0.056 -7.485 -2.108 0.12
H 0.795 -0.933 -3.745 0.16
H -2.051 1.451 3.518 0.16
H -1.104 -8.438 -3.050 0.12
H -0.881 5.825 -4.307 0.11
H 4.080 2.529 5.368 0.09
H 3.093 5.893 8.588 0.09
H -2.725 -4.264 -0.954 0.12
H -2.752 7.488 -4.420 0.13
H 2.656 2.557 6.428 0.09
H 3.938 0.935 0.845 0.17
H -0.143 -7.596 0.313 0.09
H -3.277 4.514 -6.650 0.09
H -3.898 3.394 -5.421 0.09
H 3.753 4.785 7.347 0.08
H -2.462 -0.696 -0.640 0.17
H -1.105 5.411 -6.015 0.13
H 2.207 1.684 -1.222 0.11
H 2.858 -0.735 -1.800 0.19
H 2.192 -3.097 -1.328 0.16
H -0.285 -10.558 -1.998 0.13
H 3.095 -0.362 -4.315 0.15
H -5.112 6.895 -6.928 0.09
H -0.545 1.357 1.730 0.12
H -0.406 -10.230 0.412 0.08
H 3.323 1.028 -3.048 0.14
H 3.242 4.155 8.925 0.09
H 2.072 6.270 6.401 0.13
H 0.673 -2.946 0.270 0.16
H 1.841 3.723 1.474 0.13
H 1.137 5.104 4.390 0.12
H 0.480 0.638 -2.766 0.08
H 3.634 3.440 2.355 0.13
```

Results
highest occupied orbital energy	-0.39644	Eh
net charge	+1
gap between HOMO and LUMO	6.97	eV

No. 3
Formula: C28H45BrMnN2OP2
Source: the Open Molecules 2025 dataset
Level of theory: wB97M-V/def2-TZVPD

Geometry as XYZ:
```
80
Properties=species:S:1:pos:R:3:lowdin_spin:R:1
Br 1.264 2.210 -0.593 0.06
Mn 0.545 -0.458 -2.180 4.69
P -1.410 -2.052 -1.140 0.05
P 0.195 1.230 -5.271 0.02
O -0.313 -0.618 1.452 0.00
N 0.036 0.950 3.137 0.00
N 9.818 -5.175 -3.104 0.00
C 2.057 -0.006 -0.541 -0.03
C 9.010 -4.760 -4.093 0.00
C 0.972 1.838 2.455 0.00
C -0.904 -0.175 -4.939 0.01
C 3.946 -1.892 -1.628 0.02
C -3.191 -1.479 -1.212 0.01
C -1.452 -3.473 0.091 0.01
C 7.780 -4.144 -3.830 0.00
C 2.475 0.375 -6.543 0.00
C 5.055 -2.735 -2.040 0.00
C 3.705 -0.663 -2.255 0.02
C 9.458 -4.993 -1.822 0.00
C -2.079 -0.116 -5.929 0.00
C -0.141 1.173 4.558 0.00
C -0.098 2.594 -4.143 0.00
C -0.885 -2.690 -2.802 0.03
C -4.238 -2.183 -2.091 0.00
C 2.804 0.261 -1.718 0.00
C 7.388 -3.962 -2.500 0.00
C 6.112 -3.326 -2.250 0.02
C -2.613 -4.491 0.168 0.00
C -0.485 -0.228 2.634 0.00
C 2.198 -1.264 0.073 0.03
C 1.917 0.676 -5.143 0.00
C 0.117 4.024 -4.703 0.00
C -0.297 -4.104 -2.893 0.00
C 3.152 -2.173 -0.490 0.01
C 8.243 -4.385 -1.469 0.00
H 0.472 2.297 1.575 0.00
H -1.134 2.487 -3.789 0.00
H -1.688 0.170 -6.916 0.00
H -1.364 -2.940 1.055 0.00
H -1.709 -2.545 -3.525 0.00
H 10.146 -5.332 -1.030 0.00
H -2.818 0.630 -5.607 0.00
H -0.247 4.744 -3.955 0.00
H -1.207 0.973 4.743 0.00
H -0.506 -4.030 -0.021 0.00
H 0.530 2.423 -3.259 0.00
H 2.057 -0.550 -6.951 0.00
H -0.372 -1.138 -5.001 0.00
H 4.252 -0.471 -3.166 0.00
H -1.036 -4.900 -2.704 0.00
H 0.435 0.389 5.101 0.00
H 2.009 -0.191 -4.477 0.00
H 2.218 1.204 -7.208 0.00
H 0.091 -4.239 -3.916 0.00
H 9.319 -4.901 -5.137 0.00
H -3.558 -1.419 -0.162 0.00
H -0.030 -1.978 -3.091 0.01
H -4.396 -3.225 -1.790 0.00
H 1.611 -1.504 0.971 0.00
H -1.109 -0.743 3.451 0.00
H -3.952 -2.145 -3.146 0.00
H 0.179 2.209 4.830 0.00
H -2.379 -5.265 0.920 0.00
H -0.440 4.205 -5.634 0.00
H 7.135 -3.800 -4.632 0.00
H 1.835 1.313 2.000 0.00
H 1.177 4.263 -4.869 0.00
H 7.974 -4.237 -0.426 0.00
H -3.555 -4.023 0.483 0.00
H -1.273 -0.095 -3.897 0.00
H 1.301 2.660 3.133 0.00
H -2.597 -1.079 -6.015 0.00
H 0.558 -4.234 -2.206 0.00
H 3.563 0.262 -6.530 0.00
H 3.324 -3.174 -0.081 0.00
H 2.678 1.247 -2.187 0.00
H -2.775 -5.016 -0.785 0.00
H -5.199 -1.656 -1.995 0.00
H 2.485 1.480 -4.650 0.00
H -3.099 -0.419 -1.541 0.00
```

Results
highest occupied orbital energy (spin up / spin down)	-0.47622 / -0.47506	Eh
spin multiplicity	6
net charge	+2
gap between HOMO and LUMO (spin up / spin down)	5.18 / 4.78	eV
<S²>	8.77

No. 4
Formula: C4H14N4
Source: the Open Molecules 2025 dataset
Level of theory: wB97M-V/def2-TZVPD

Geometry as XYZ:
```
22
Properties=species:S:1:pos:R:3:nbo_charge:R:1
N -1.690 -0.969 -2.966 -0.83
N -1.274 1.377 -0.037 -0.89
N 1.298 0.810 1.525 -0.66
N -0.053 -1.335 1.407 -0.84
C 1.015 -0.576 2.026 -0.06
C -1.907 -0.526 -1.586 -0.09
C -1.326 0.658 -1.266 -0.02
C 2.298 0.637 0.428 -0.43
H 3.159 0.024 0.772 0.17
H 1.917 -1.221 1.987 0.16
H -2.675 -1.038 -3.304 0.35
H -0.841 1.166 -2.110 0.17
H 0.097 -1.520 0.442 0.35
H -0.933 -0.795 1.454 0.37
H -2.743 -1.032 -1.049 0.18
H 0.730 -0.476 3.074 0.18
H -0.367 1.397 0.397 0.41
H 1.729 1.360 2.308 0.36
H -1.559 2.310 -0.219 0.36
H 1.827 0.101 -0.398 0.20
H 2.684 1.587 0.057 0.20
H -1.388 -1.939 -2.942 0.35
```

Results
highest occupied orbital energy	-0.32272	Eh
SMILES	N/C=C/N.CNCN
net charge	0
gap between HOMO and LUMO	9.85	eV

| no. | electronic energy (eV) |
| --- | --- |
| 1 | -55509.511 |
| 2 | -74722.923 |
| 3 | -154712.951 |
| 4 | -10333.839 |